[1]
Density functional theory data (ωB97M-V/def2-TZVPD) for an isolated molecule of C3H3N3O.

```
10
C3H3N3O ωB97M-V/def2-TZVPD
N 1.2542 -0.2453 -0.5587
H -1.6587 -0.2895 0.8461
N 0.0853 0.3779 -0.1290
N -0.1410 -1.7414 0.4366
C 1.0509 -1.4942 -0.1868
C -0.6991 -0.5664 0.4517
H 0.1880 2.5007 -0.7141
H 1.7478 -2.3260 -0.3329
C -0.3955 1.7440 -0.1738
O -1.4321 2.0401 0.3609
```

Structure (SMILES) ... O=Cn1cncn1
Largest force on an atom ... 0.01736 Eh/bohr
Energy ... -9676.5808 eV
Kohn-Sham gap ... 10.70 eV
Energy above the lowest of the compared OMol25 structures with the same formula, charge and spin ... 84.3 kJ/mol
HOMO ... -10.72 eV

***

[2]
Density functional theory data (ωB97M-V/def2-TZVPD) for a structure of composition C14H13ClN2O3Sn.

```
34
C14H13ClN2O3Sn ωB97M-V/def2-TZVPD
H -1.9981 0.9922 0.5360
C 1.3672 -0.6877 -2.5300
H -0.0896 0.6015 -4.9725
Sn -0.3022 -1.1093 -1.0443
H 0.2016 -3.8650 -2.2916
H 2.0102 -0.3826 0.8527
H -1.5350 0.5614 -3.9348
H 2.2776 1.7807 4.8443
O -3.4553 -1.5097 -0.2364
O 0.1145 -3.1550 1.5108
C 0.3775 -2.8288 -2.4850
H -0.0989 1.4956 -3.4390
C 1.5406 -2.0604 -2.0643
H 1.4690 2.8174 5.9444
C 0.3833 2.4583 4.2515
H -1.4594 -2.1869 -3.6413
C -0.0491 -2.4489 0.6101
C -1.0257 1.0236 1.0609
H 2.0509 0.1225 -2.3922
C 1.3664 0.9829 2.3924
C 1.1974 0.2668 1.2424
C 0.0957 -0.6036 -3.2650
C -0.4377 0.5751 -3.9317
C 0.3270 1.7320 2.9328
C -0.5153 -1.9330 -3.2089
N 1.5077 2.3328 5.0725
N 0.0039 0.3073 0.6162
H 2.3796 -2.4289 -1.5141
C -2.3349 -1.3533 -0.5036
H 2.3429 0.9165 2.8953
Cl -4.5014 0.3661 -2.7169
C -0.8840 1.7568 2.2145
H -1.7545 2.3179 2.5762
O -0.5716 3.1457 4.6186
```

Largest force on an atom ... 0.11889 Eh/bohr
Energy ... -42182.4443 eV
Kohn-Sham gap (alpha / beta) ... 7.11 / 4.82 eV
Net charge ... +2
HOMO (alpha / beta) ... -15.74 / -14.26 eV

***

[3]
Density functional theory data (ωB97M-V/def2-TZVPD) for a structure of composition C11H15MoN3O5Se.

```
36
C11H15MoN3O5Se ωB97M-V/def2-TZVPD
H 1.5264 -0.8976 -2.9833
O 3.9602 0.0889 3.2298
O 0.9848 0.1837 3.1211
Se -0.5529 1.8100 -2.1105
O -0.3999 0.0772 1.3262
H 4.5410 -0.4484 -0.6478
C 2.4798 -0.4185 -1.1426
O 5.4278 -0.2433 1.5867
N 3.5686 -0.3560 -0.3661
C 0.8484 0.0782 1.9513
H -1.9110 -2.7979 -1.9432
C -3.3810 1.9648 0.8798
H -3.9916 -1.4719 -1.1351
C 0.1671 2.5312 -0.5792
Mo -0.7384 -0.0045 -0.4738
C 3.2143 -0.1592 0.9418
H -0.8675 -1.9490 -0.9441
O -2.7345 -0.1661 -0.0951
H -4.6890 0.2967 0.3968
C -3.7081 0.4988 0.8223
H 2.7937 0.3268 -3.1083
C 1.8639 -0.1032 0.9312
H -3.4378 2.4236 -0.1073
N 1.4032 -0.2592 -0.3699
H -1.7706 -1.0831 -2.3072
H 3.2320 -1.3649 -2.8904
C 4.3065 -0.0930 1.9727
C -1.8638 -1.8115 -1.4785
H -4.1291 2.4467 1.5100
H -3.6040 0.0015 1.7849
H 3.0019 0.1678 3.3823
C 2.5053 -0.6023 -2.6127
H -3.1239 -2.1911 0.2509
N 0.5378 2.8766 0.4586
H -2.4065 2.1437 1.3325
C -3.0529 -1.4956 -0.5837
```

Largest force on an atom ... 0.02243 Eh/bohr
Energy ... -93542.7735 eV
Kohn-Sham gap (alpha / beta) ... 6.97 / 7.17 eV
Net charge ... +2
HOMO (alpha / beta) ... -16.70 / -16.70 eV

***

[4]
Density functional theory data (ωB97M-V/def2-TZVPD) for the ion C2H3N4O with charge +1.

```
10
C2H3N4O ωB97M-V/def2-TZVPD
H 1.2764 0.2036 0.6224
N 1.9507 0.9671 -3.8857
N 1.3518 1.6515 -2.9424
N 1.8532 -0.2554 -3.5715
H 0.1105 -0.9885 -0.1187
N 1.2509 -0.4643 -2.4721
C 0.3195 0.1393 0.1501
H -0.3242 0.4269 0.9783
O 0.1542 1.0723 -0.8744
C 0.9109 0.8099 -2.0781
```

Structure (SMILES) ... COC1=[N+]=NN=N1
Largest force on an atom ... 0.12413 Eh/bohr
Energy ... -10114.2472 eV
Kohn-Sham gap (alpha / beta) ... 6.89 / 6.80 eV
Energy above the lowest of the compared OMol25 structures with the same formula, charge and spin ... 820.1 kJ/mol
Net charge ... +1
HOMO (alpha / beta) ... -17.82 / -17.61 eV

***

[5]
Density functional theory data (ωB97M-V/def2-TZVPD) for a cluster of 8 separate species, C20H60N4O8 in total.

```
92
C20H60N4O8 ωB97M-V/def2-TZVPD
H 10.8836 -9.6416 -4.6304
N 11.4886 -13.6267 -7.3108
C 17.1205 -16.9736 -4.4247
H 20.0321 -14.3347 -10.9668
H 20.6844 -14.1048 -9.4795
H 15.6329 -18.4890 -4.2807
C 11.8051 -12.7529 -4.9706
H 16.4826 -11.2806 -9.9547
H 15.6810 -16.1722 -5.7824
C 20.2042 -12.3852 -10.4817
H 17.0285 -10.8847 -8.3234
H 19.7080 -10.9979 -12.1001
H 15.8974 -18.2047 -1.7808
H 11.3823 -8.4470 -6.5875
N 11.2923 -10.2718 -7.6696
H 13.7473 -13.6056 -2.3595
C 11.9324 -15.1697 -5.5096
H 11.4384 -8.5268 -9.6274
C 17.1995 -10.6761 -9.3895
H 15.1099 -14.4700 -1.4701
H 19.0471 -16.7402 -5.0917
C 18.8516 -12.2415 -9.7844
H 15.6777 -13.5624 -5.5719
C 20.1758 -11.9738 -11.9453
O 15.6212 -13.2197 -3.0499
O 18.1201 -14.3103 -3.0123
H 16.9548 -9.6188 -9.4932
H 14.2509 -12.5075 -7.8485
H 18.6204 -13.2034 -4.6975
C 11.1695 -8.0471 -8.6773
H 21.1989 -11.8579 -12.2976
H 13.0258 -15.0668 -5.4983
C 16.3398 -19.1590 -2.0907
H 18.9109 -12.6274 -8.7573
C 16.7322 -18.4341 -4.3183
H 11.2828 -12.6907 -7.6382
H 12.3865 -10.9168 -9.0070
H 12.4867 -13.7284 -7.4721
H 10.2154 -13.9678 -5.6458
H 13.5826 -7.8044 -7.2462
H 11.2065 -10.6904 -6.7383
H 11.6932 -15.5466 -4.5096
H 20.8614 -11.6896 -9.9501
C 11.2801 -13.8543 -5.8816
H 11.8190 -13.1568 -3.9442
C 12.6928 -10.9770 -10.9283
C 11.5177 -10.4859 -4.3711
O 18.5070 -10.8760 -9.7568
N 20.6979 -13.7781 -10.4404
H 12.8884 -9.8970 -10.9917
H 16.5912 -16.4714 -3.6086
H 18.1151 -12.8276 -10.3575
H 17.1747 -15.3967 -6.0437
H 12.8444 -12.4703 -5.1816
C 11.7611 -8.8570 -7.5331
N 18.5990 -16.7719 -4.1804
H 12.5540 -10.2834 -4.6836
C 11.1259 -5.8625 -9.5268
O 17.2680 -18.9870 -3.1319
H 14.5388 -15.0003 -3.0338
H 19.6107 -12.6913 -12.5441
H 15.4807 -19.7612 -2.4301
H 16.5136 -13.5518 -2.8388
H 13.7371 -9.0013 -8.4207
H 18.2866 -15.2479 -3.2478
H 16.0056 -12.9425 -7.8052
H 11.7029 -15.9954 -6.1835
H 17.0064 -19.0711 -5.1653
H 11.6594 -11.1149 -11.2801
H 13.3529 -11.4970 -11.6200
H 19.1449 -12.5459 -3.1136
H 11.7753 -5.0100 -9.7065
H 10.8984 -6.3131 -10.5063
O 10.9922 -11.5943 -5.0740
O 14.8766 -13.4670 -6.0954
C 14.7153 -14.0983 -2.4181
O 11.7464 -6.7609 -8.6597
H 16.9714 -17.1267 -6.5295
O 12.8847 -11.4838 -9.6356
H 10.1554 -5.5148 -9.1447
H 20.0108 -13.8629 -3.8216
C 13.2780 -8.8402 -7.4394
H 10.3276 -10.2303 -8.0001
H 18.9104 -17.6490 -3.7650
C 15.1260 -12.6535 -7.2200
H 15.3930 -11.6383 -6.8742
C 16.7613 -16.3659 -5.7740
C 19.0015 -13.4529 -3.7012
H 11.5738 -10.6441 -3.2896
H 13.6540 -9.4949 -6.6611
H 16.8153 -19.7058 -1.2848
H 10.0914 -7.9993 -8.4791
```

Structure (SMILES) ... COC[C@H](C)N.COC[C@H](C)N.COC[C@H](C)N.COC[C@H](C)N.CO.CO.CO.CO
Largest force on an atom ... 0.03444 Eh/bohr
Energy ... -44049.9780 eV
Kohn-Sham gap ... 9.29 eV
Energy above the lowest of the compared OMol25 structures with the same formula, charge and spin ... 149.3 kJ/mol
HOMO ... -8.82 eV